Record 1
Density functional theory data (the ωB97M-V functional and the def2-TZVPD basis) for a cluster of 8 separate species, C18H55BO7 in total in a non-equilibrium geometry.

Each line ends with the Löwdin charge.
Geometry (Å):
O1 -0.33 0.78 -0.21  0.223
H1 -1.23 0.89 -0.53  -0.029
H2 0.22 0.38 -0.89  0.096
H3 0.02 1.65 -0.04  0.086
B1 -2.82 1.01 -1.05  -0.376
H4 -1.99 1.30 -1.68  -0.030
H5 -2.74 1.62 -0.16  -0.031
H6 -3.78 1.24 -1.49  -0.023
H7 -2.76 -0.03 -0.78  -0.038
C1 -1.42 -2.41 1.05  -0.024
C2 -1.40 -3.12 2.43  -0.487
C3 -1.38 -4.64 2.18  -0.049
O2 -0.30 -2.65 3.09  -0.040
H8 -1.15 -1.36 1.14  0.072
H9 -2.38 -2.45 0.54  0.066
H10 -0.64 -2.86 0.43  0.080
H11 -2.30 -2.85 2.99  0.138
H12 -1.18 -5.27 3.05  0.068
H13 -0.52 -4.90 1.56  0.075
H14 -2.31 -5.04 1.78  0.083
H15 -0.38 -3.05 3.96  0.117
C4 3.47 -2.07 3.05  -0.038
C5 2.78 -1.34 1.83  -0.437
C6 2.61 -2.34 0.66  -0.043
O3 1.56 -0.82 2.31  -0.074
H16 3.03 -3.06 3.19  0.069
H17 3.36 -1.50 3.97  0.067
H18 4.52 -2.28 2.87  0.070
H19 3.39 -0.55 1.39  0.128
H20 2.09 -1.81 -0.13  0.063
H21 2.00 -3.14 1.07  0.069
H22 3.53 -2.78 0.28  0.082
H23 0.87 -1.48 2.37  0.047
C7 1.80 2.00 4.73  -0.068
C8 1.71 2.61 3.36  -0.497
C9 3.12 2.69 2.74  -0.044
O4 0.95 1.77 2.55  -0.065
H24 2.24 1.01 4.80  0.073
H25 0.87 1.89 5.29  0.081
H26 2.40 2.65 5.36  0.079
H27 1.26 3.60 3.43  0.134
H28 3.60 3.59 3.12  0.075
H29 3.05 2.77 1.66  0.064
H30 3.64 1.78 3.04  0.074
H31 1.31 0.89 2.57  0.028
C10 -4.04 -3.03 -1.76  -0.074
C11 -3.87 -2.26 -3.08  -0.449
C12 -5.10 -1.39 -3.39  -0.056
O5 -2.73 -1.41 -2.88  -0.094
H32 -4.19 -2.31 -0.95  0.070
H33 -3.17 -3.64 -1.52  0.071
H34 -4.94 -3.65 -1.78  0.073
H35 -3.70 -3.01 -3.85  0.128
H36 -5.34 -0.69 -2.59  0.074
H37 -6.05 -1.94 -3.42  0.070
H38 -4.93 -0.83 -4.31  0.078
H39 -2.85 -0.82 -2.13  -0.015
C13 2.87 -0.90 -3.65  -0.051
C14 2.05 0.20 -3.01  -0.439
C15 1.40 1.22 -3.98  -0.039
O6 0.92 -0.44 -2.38  -0.088
H40 3.08 -1.74 -2.99  0.080
H41 3.85 -0.46 -3.82  0.083
H42 2.43 -1.24 -4.59  0.086
H43 2.67 0.71 -2.27  0.132
H44 0.42 1.66 -3.83  0.082
H45 1.40 0.78 -4.98  0.073
H46 2.13 2.02 -4.12  0.073
H47 0.41 -0.96 -2.99  0.110
C16 -0.21 4.42 -2.01  -0.050
C17 0.36 4.39 -0.58  -0.402
C18 -0.79 4.51 0.51  -0.019
O7 1.00 3.11 -0.41  -0.085
H48 -0.79 3.52 -2.24  0.072
H49 0.60 4.41 -2.74  0.070
H50 -0.89 5.25 -2.20  0.081
H51 1.05 5.22 -0.41  0.132
H52 -0.41 4.92 1.45  0.068
H53 -1.38 3.61 0.65  0.073
H54 -1.49 5.28 0.19  0.073
H55 1.86 3.16 -0.83  0.098

Computed properties:
* M: 394.44 g/mol
* total charge: 0
* Kohn-Sham gap: 9.40 eV
* calculated total energy: -1270.14607 Ha
* energy relative to the best compared isomer or geometry (same formula, charge and spin): 329.52 kJ/mol


Record 2
Density functional theory data (the ωB97M-V functional and the def2-TZVPD basis) for a structure of composition C18H55FeO19 in a non-equilibrium geometry.

Each line ends with the Löwdin charge.
Geometry (Å):
Fe1 -0.21 -0.24 0.32  0.780
C1 -0.33 2.69 -3.16  -0.102
C2 -0.15 1.37 -2.45  -0.446
O1 -0.96 0.92 -1.39  -0.338
H1 0.47 2.94 -3.86  0.062
H2 -0.51 3.54 -2.50  0.050
H3 -1.28 2.73 -3.70  0.064
H4 0.89 1.34 -2.12  0.058
H5 -0.24 0.57 -3.18  0.088
C3 -2.95 -3.34 1.31  -0.015
C4 -1.81 -2.45 1.06  -0.333
C5 -0.62 -2.27 2.13  -0.278
O2 0.36 -1.52 1.84  -0.106
C6 -0.85 -2.99 3.43  -0.039
C7 -1.94 -3.82 3.60  -0.303
C8 -3.00 -4.06 2.47  -0.373
O3 -4.03 -4.85 2.56  -0.062
O4 -2.02 -4.45 4.78  -0.078
O5 -1.65 -1.77 0.08  -0.036
H6 -3.62 -3.61 0.51  0.103
H7 -0.10 -2.90 4.20  0.106
C9 1.44 4.42 -0.17  -0.054
C10 1.70 4.41 1.37  -0.277
O6 0.77 3.51 1.95  -0.099
H8 1.65 3.44 -0.60  0.061
H9 2.14 5.16 -0.56  0.069
H10 0.47 4.88 -0.36  0.079
H11 1.64 5.39 1.84  0.112
H12 2.68 3.99 1.59  0.095
H13 -0.07 3.90 2.19  0.102
C11 -1.14 -3.37 -3.15  -0.058
C12 0.15 -4.17 -2.79  -0.300
O7 0.46 -4.20 -1.44  -0.090
H14 -0.88 -2.32 -3.02  0.058
H15 -1.91 -3.40 -2.38  0.061
H16 -1.66 -3.69 -4.05  0.080
H17 1.00 -3.71 -3.30  0.113
H18 0.14 -5.18 -3.19  0.107
H19 -0.16 -4.78 -0.99  0.116
C13 2.95 1.20 2.62  -0.058
C14 2.68 0.72 1.16  -0.226
O8 1.36 1.09 0.75  -0.130
H20 2.26 0.78 3.36  0.082
H21 3.04 2.26 2.84  0.050
H22 3.97 0.92 2.90  0.068
H23 2.77 -0.37 1.15  0.101
H24 3.43 1.17 0.51  0.110
H25 1.35 2.04 0.86  0.042
C15 3.78 1.50 -2.78  -0.072
C16 4.05 1.17 -4.31  -0.309
O9 4.47 -0.15 -4.43  -0.070
H26 4.74 1.33 -2.28  0.064
H27 3.24 0.72 -2.25  0.041
H28 3.38 2.50 -2.62  0.065
H29 4.78 1.84 -4.75  0.104
H30 3.16 1.39 -4.89  0.096
H31 4.11 -0.69 -3.72  0.062
C17 -5.68 2.27 -0.74  -0.085
C18 -4.25 2.16 -1.09  -0.366
O10 -3.54 3.30 -1.45  -0.075
H32 -5.84 2.78 0.22  0.065
H33 -6.14 1.29 -0.82  0.082
H34 -6.21 2.97 -1.38  0.068
H35 -3.97 1.37 -1.79  0.102
H36 -3.69 1.80 -0.22  0.094
H37 -2.64 2.97 -1.59  0.044
O11 -3.21 -1.05 -2.84  -0.059
H38 -2.51 -0.40 -2.85  0.006
H39 -3.12 -1.48 -1.98  0.010
O12 -1.41 0.73 1.69  -0.027
H40 -2.36 0.67 1.81  0.017
H41 -1.13 1.36 2.35  0.060
O13 -1.83 2.76 4.65  -0.055
H42 -1.67 1.82 4.60  -0.018
H43 -2.10 2.92 5.55  0.030
O14 1.01 -1.45 -0.96  -0.028
H44 1.93 -1.40 -1.24  0.047
H45 0.73 -2.33 -1.20  0.019
O15 4.55 -2.85 1.29  -0.066
H46 3.65 -3.18 1.24  -0.038
H47 4.71 -2.74 2.23  0.044
O16 4.23 -1.84 -1.31  -0.045
H48 4.39 -1.88 -0.37  -0.010
H49 5.07 -1.58 -1.69  0.039
O17 2.09 -3.54 1.09  -0.019
H50 1.33 -3.22 1.58  0.028
H51 1.74 -3.79 0.24  0.034
O18 -4.03 0.76 2.34  -0.019
H52 -4.72 1.34 2.66  0.062
H53 -4.26 -0.10 2.72  0.062
O19 -1.36 -0.29 4.82  -0.040
H54 -0.94 -1.03 4.38  -0.008
H55 -2.22 -0.63 5.07  0.049

Computed properties:
* M: 631.46 g/mol
* total charge: -1
* spin multiplicity: 5
* Kohn-Sham gap (alpha / beta): 6.73 / 6.67 eV
* calculated total energy: -3412.11032 Ha
* ⟨S²⟩: 6.007


Record 3
Density functional theory data (the ωB97M-V functional and the def2-TZVPD basis) for a cluster of 8 separate species, C18H55N3O8 in total in a non-equilibrium geometry.

Each line ends with the Löwdin charge.
Geometry (Å):
C1 -16.36 -17.67 -0.63  -0.034
C2 -15.68 -18.94 -1.13  -0.421
C3 -15.66 -18.99 -2.68  -0.202
O1 -16.99 -19.09 -3.17  -0.178
C4 -17.07 -19.59 -4.51  -0.097
N1 -14.33 -19.13 -0.63  0.034
H1 -16.30 -17.60 0.46  0.074
H2 -17.41 -17.68 -0.92  0.077
H3 -15.92 -16.77 -1.04  0.074
H4 -16.22 -19.83 -0.83  0.136
H5 -15.11 -19.88 -2.99  0.117
H6 -15.08 -18.13 -3.00  0.129
H7 -16.58 -20.56 -4.60  0.080
H8 -16.52 -18.95 -5.20  0.086
H9 -18.13 -19.64 -4.77  0.091
H10 -14.07 -20.09 -0.76  0.090
H11 -14.35 -19.10 0.38  0.084
C5 -8.31 -14.59 3.35  -0.057
C6 -9.03 -13.77 4.47  -0.411
C7 -10.49 -13.31 4.22  -0.160
O2 -11.27 -14.51 3.92  -0.195
C8 -12.45 -14.19 3.21  -0.118
N2 -8.78 -14.54 5.66  0.016
H12 -8.27 -14.07 2.39  0.065
H13 -8.77 -15.56 3.17  0.070
H14 -7.28 -14.75 3.65  0.069
H15 -8.47 -12.86 4.68  0.130
H16 -10.50 -12.68 3.33  0.098
H17 -10.94 -12.69 4.99  0.121
H18 -12.25 -13.69 2.26  0.066
H19 -13.06 -13.54 3.85  0.088
H20 -13.01 -15.10 3.03  0.076
H21 -9.00 -13.96 6.46  0.066
H22 -9.43 -15.30 5.79  0.071
C9 -19.47 -12.97 -0.96  -0.079
C10 -18.86 -14.27 -0.57  -0.438
C11 -18.91 -14.54 0.98  -0.150
O3 -18.27 -15.83 1.25  -0.220
C12 -17.83 -15.88 2.59  -0.131
N3 -19.62 -15.32 -1.24  0.052
H23 -20.55 -12.94 -0.81  0.083
H24 -19.25 -12.70 -2.00  0.075
H25 -18.95 -12.17 -0.43  0.076
H26 -17.80 -14.22 -0.85  0.115
H27 -19.93 -14.64 1.33  0.124
H28 -18.38 -13.72 1.48  0.116
H29 -18.51 -15.42 3.31  0.084
H30 -16.89 -15.34 2.65  0.076
H31 -17.63 -16.90 2.93  0.085
H32 -20.52 -15.29 -0.78  0.067
H33 -19.21 -16.18 -0.91  0.047
C13 -16.27 -10.23 -3.93  -0.095
C14 -16.21 -11.49 -3.12  -0.321
O4 -14.83 -11.85 -2.85  -0.085
H34 -17.29 -10.07 -4.27  0.074
H35 -15.52 -10.17 -4.73  0.076
H36 -15.97 -9.37 -3.33  0.070
H37 -16.78 -12.30 -3.56  0.105
H38 -16.75 -11.40 -2.18  0.093
H39 -14.85 -12.71 -2.43  0.021
C15 -12.49 -16.63 0.52  -0.087
O5 -13.12 -16.60 -0.82  -0.164
H40 -11.61 -17.29 0.53  0.079
H41 -12.12 -15.66 0.83  0.051
H42 -13.20 -16.95 1.27  0.067
H43 -13.56 -17.42 -1.07  0.014
C16 -11.06 -13.40 -1.15  -0.176
O6 -10.82 -12.06 -1.47  -0.102
H44 -11.39 -14.03 -1.97  0.085
H45 -10.22 -13.92 -0.68  0.079
H46 -11.82 -13.50 -0.37  0.046
H47 -11.39 -11.77 -2.19  0.083
C17 -12.09 -10.63 1.71  -0.150
O7 -13.42 -11.10 1.87  -0.134
H48 -12.19 -9.62 1.31  0.079
H49 -11.55 -10.52 2.65  0.067
H50 -11.53 -11.29 1.04  0.067
H51 -13.92 -10.60 2.51  0.076
C18 -15.07 -13.98 -0.09  -0.145
O8 -14.54 -14.26 -1.36  -0.130
H52 -15.29 -14.84 0.55  0.073
H53 -14.38 -13.32 0.43  0.069
H54 -16.01 -13.43 -0.10  0.068
H55 -13.89 -14.96 -1.29  0.033

Computed properties:
* M: 441.65 g/mol
* total charge: 0
* SMILES: COC[C@H](C)N.COC[C@H](C)N.COC[C@H](C)N.CCO.CO.CO.CO.CO
* Kohn-Sham gap: 9.84 eV
* calculated total energy: -1484.82120 Ha
* energy relative to the best compared isomer or geometry (same formula, charge and spin): 204.93 kJ/mol


Record 4
Density functional theory data (the ωB97M-V functional and the def2-TZVPD basis) for a cluster of 11 separate species, C18H56F6O10P in total in a non-equilibrium geometry.

Each line ends with the Löwdin charge.
Geometry (Å):
P1 0.59 0.31 0.32  0.238
F1 1.67 0.05 -0.83  -0.119
F2 1.07 -1.07 1.07  -0.151
F3 1.70 1.23 1.09  -0.155
F4 -0.41 0.50 1.57  -0.161
F5 0.10 1.69 -0.38  -0.148
F6 -0.53 -0.55 -0.49  -0.153
C1 3.25 2.87 -1.59  -0.152
O1 3.78 1.95 -2.53  -0.131
H1 2.22 2.61 -1.36  0.041
H2 3.81 2.89 -0.65  0.081
H3 3.17 3.84 -2.09  0.078
H4 3.95 1.10 -2.10  0.027
C2 1.49 4.00 2.86  -0.124
O2 0.25 4.44 3.42  -0.137
H5 1.49 4.09 1.78  0.082
H6 2.31 4.58 3.30  0.079
H7 1.65 2.97 3.15  0.065
H8 0.31 5.37 3.66  0.079
C3 -1.48 3.95 -1.95  -0.140
O3 -0.34 3.28 -2.43  -0.151
H9 -1.74 4.76 -2.63  0.077
H10 -2.30 3.23 -1.83  0.068
H11 -1.26 4.37 -0.96  0.080
H12 0.03 2.69 -1.74  0.037
C4 5.93 -0.71 -2.97  -0.052
C5 4.76 -1.47 -2.35  -0.472
C6 5.14 -2.86 -1.86  -0.060
O4 4.37 -0.70 -1.21  -0.074
H13 5.63 0.28 -3.31  0.068
H14 6.38 -1.25 -3.80  0.078
H15 6.70 -0.62 -2.20  0.083
H16 3.96 -1.49 -3.11  0.136
H17 4.42 -3.24 -1.13  0.078
H18 6.09 -2.90 -1.33  0.079
H19 5.16 -3.59 -2.67  0.077
H20 3.64 -1.11 -0.73  0.080
C7 -1.67 0.04 -3.83  -0.051
C8 -0.16 0.19 -3.99  -0.491
C9 0.46 -0.90 -4.81  -0.058
O5 0.21 1.41 -4.63  -0.059
H21 -1.89 -0.70 -3.05  0.061
H22 -2.31 -0.17 -4.69  0.080
H23 -2.12 0.95 -3.44  0.065
H24 0.30 0.19 -2.99  0.114
H25 0.22 -1.83 -4.28  0.076
H26 1.54 -0.84 -4.89  0.073
H27 0.03 -0.96 -5.81  0.079
H28 -0.17 2.12 -4.09  0.051
C10 2.17 -0.04 4.59  -0.049
C11 1.00 -1.00 4.84  -0.456
C12 -0.33 -0.27 5.05  -0.048
O6 0.87 -1.84 3.71  -0.076
H29 3.04 -0.70 4.62  0.075
H30 2.35 0.76 5.32  0.073
H31 2.19 0.43 3.60  0.060
H32 1.24 -1.61 5.72  0.136
H33 -1.19 -0.93 5.12  0.070
H34 -0.58 0.40 4.22  0.069
H35 -0.28 0.36 5.94  0.077
H36 0.63 -1.30 2.94  0.051
C13 -3.86 -0.71 -0.28  -0.060
C14 -4.60 0.26 -1.22  -0.494
C15 -5.33 -0.51 -2.31  -0.057
O7 -5.52 1.05 -0.47  -0.046
H37 -3.26 -0.16 0.45  0.075
H38 -3.22 -1.39 -0.83  0.062
H39 -4.61 -1.26 0.30  0.083
H40 -3.88 0.94 -1.68  0.115
H41 -4.72 -1.02 -3.05  0.071
H42 -6.08 0.12 -2.79  0.077
H43 -5.86 -1.33 -1.81  0.079
H44 -5.02 1.72 0.00  0.090
C16 -3.81 -3.10 3.37  -0.063
C17 -2.41 -3.50 2.91  -0.483
C18 -1.85 -2.61 1.80  -0.058
O8 -1.53 -3.40 4.02  -0.072
H45 -4.36 -3.30 2.44  0.073
H46 -3.97 -2.12 3.81  0.078
H47 -4.24 -3.81 4.08  0.068
H48 -2.51 -4.55 2.58  0.129
H49 -1.90 -1.58 2.15  0.082
H50 -2.49 -2.55 0.92  0.052
H51 -0.86 -2.95 1.55  0.082
H52 -0.68 -3.02 3.73  0.042
O9 -0.35 -3.09 -1.22  -0.075
H53 -0.26 -2.13 -1.05  -0.009
H54 -1.18 -3.18 -1.69  0.022
O10 -1.75 2.70 2.33  -0.090
H55 -1.10 3.31 2.71  -0.011
H56 -1.27 1.88 2.12  -0.014

Computed properties:
* M: 577.60 g/mol
* total charge: -1
* Kohn-Sham gap: 9.72 eV
* calculated total energy: -2412.64357 Ha
* energy relative to the best compared isomer or geometry (same formula, charge and spin): 61.24 kJ/mol


Record 5
Density functional theory data (the ωB97M-V functional and the def2-TZVPD basis) for a structure of composition C18H56MnO14S in a non-equilibrium geometry.

Each line ends with the Löwdin charge.
Geometry (Å):
Mn1 1.48 1.23 0.00  0.978
S1 -0.61 -0.47 0.51  0.412
O1 -0.12 0.77 1.25  -0.401
O2 -0.60 -1.63 1.37  -0.302
O3 -1.92 -0.24 -0.07  -0.308
O4 0.44 -0.53 -0.59  -0.384
C1 0.59 3.70 -1.87  -0.096
O5 0.33 2.42 -1.31  -0.190
H1 -0.18 4.43 -1.62  0.098
H2 1.57 4.03 -1.54  0.081
H3 0.67 3.64 -2.97  0.089
H4 -0.63 2.21 -1.54  0.108
C2 -3.81 1.59 -2.49  -0.108
O6 -2.47 1.53 -1.97  -0.175
H5 -3.91 2.53 -3.02  0.074
H6 -3.99 0.75 -3.16  0.078
H7 -4.53 1.54 -1.68  0.080
H8 -2.43 0.80 -1.31  0.010
C3 -2.63 2.78 1.90  -0.164
O7 -1.85 2.22 2.93  -0.134
H9 -2.30 3.80 1.65  0.072
H10 -2.55 2.21 0.97  0.065
H11 -3.67 2.80 2.20  0.080
H12 -1.27 1.54 2.55  0.022
C4 -4.54 -2.41 -0.87  -0.157
O8 -4.52 -1.10 -0.34  -0.141
H13 -3.90 -2.49 -1.77  0.074
H14 -4.16 -3.15 -0.16  0.071
H15 -5.55 -2.69 -1.15  0.073
H16 -3.58 -0.88 -0.20  0.011
C5 -3.24 -1.65 3.26  -0.161
O9 -2.16 -2.46 3.65  -0.123
H17 -2.93 -0.61 3.04  0.073
H18 -3.74 -2.03 2.36  0.073
H19 -3.96 -1.59 4.07  0.078
H20 -1.46 -2.29 3.01  0.024
C6 -0.17 -4.65 0.06  -0.151
O10 -1.46 -4.04 0.08  -0.137
H21 0.10 -5.08 1.04  0.078
H22 -0.19 -5.47 -0.65  0.074
H23 0.62 -3.94 -0.21  0.071
H24 -1.35 -3.14 0.40  0.021
C7 3.14 1.41 -3.91  -0.037
C8 2.75 0.56 -2.73  -0.435
C9 3.54 -0.74 -2.69  -0.039
O11 3.01 1.33 -1.50  -0.118
H25 2.59 2.35 -3.88  0.075
H26 2.87 0.91 -4.84  0.097
H27 4.22 1.59 -3.91  0.092
H28 1.68 0.35 -2.77  0.124
H29 3.29 -1.36 -1.82  0.086
H30 4.61 -0.52 -2.62  0.089
H31 3.36 -1.33 -3.58  0.093
H32 3.86 1.77 -1.61  0.116
C10 -0.94 -1.37 -3.84  -0.046
C11 -0.46 -2.63 -3.11  -0.490
C12 -0.38 -3.82 -4.05  -0.052
O12 0.83 -2.43 -2.55  -0.077
H33 -1.95 -1.53 -4.23  0.080
H34 -0.24 -1.11 -4.63  0.078
H35 -1.03 -0.52 -3.15  0.056
H36 -1.18 -2.87 -2.31  0.123
H37 -0.17 -4.73 -3.48  0.075
H38 0.43 -3.68 -4.77  0.081
H39 -1.32 -3.98 -4.57  0.078
H40 0.73 -1.77 -1.84  0.022
C13 3.52 -1.80 4.17  -0.069
C14 2.06 -1.86 3.81  -0.507
C15 1.26 -0.67 4.32  -0.037
O13 1.99 -1.97 2.39  -0.065
H41 4.01 -2.69 3.77  0.082
H42 3.68 -1.70 5.24  0.079
H43 4.02 -0.97 3.65  0.079
H44 1.66 -2.80 4.23  0.143
H45 0.19 -0.81 4.15  0.073
H46 1.56 0.21 3.75  0.063
H47 1.38 -0.51 5.39  0.084
H48 1.06 -1.87 2.11  0.030
C16 1.26 3.24 3.13  -0.039
C17 1.46 3.74 1.72  -0.415
C18 2.01 5.16 1.69  -0.039
O14 2.42 2.85 1.01  -0.120
H49 0.89 2.22 3.12  0.048
H50 0.53 3.85 3.65  0.100
H51 2.21 3.23 3.67  0.097
H52 0.52 3.71 1.17  0.131
H53 1.32 5.86 2.16  0.094
H54 2.12 5.51 0.65  0.078
H55 2.98 5.23 2.19  0.089
H56 3.26 2.96 1.47  0.117

Computed properties:
* M: 583.64 g/mol
* total charge: 0
* spin multiplicity: 6
* Kohn-Sham gap (alpha / beta): 8.43 / 8.40 eV
* calculated total energy: -3322.00279 Ha
* ⟨S²⟩: 8.752